20
Properties=species:S:1:pos:R:3 method="wB97M-V/def2-TZVPD" homo_lumo_gap_ev=9.70 charge=0 lumo_ha=0.029
C -1.1825 -1.7791 0.8787
N -0.2303 -1.6691 -0.2629
C -0.4256 -0.6014 -1.2470
C -0.0722 0.7625 -0.5025
C 0.5023 -0.5506 -2.4499
S -0.3888 0.4073 -3.7585
H -2.2024 -1.8804 0.5182
H -0.9828 -0.9371 1.5624
H -0.8826 -2.6489 1.4944
H -0.4280 -2.5066 -0.8108
H -1.4897 -0.3892 -1.4065
H -0.9603 1.4282 -0.6570
H 0.8459 1.3433 -0.6744
H 0.0109 0.5658 0.6020
H 0.7554 -1.4974 -2.9885
H 1.4138 0.0038 -2.3612
H -1.4665 -0.3788 -4.1040
O 2.4227 3.8435 5.4944
H 3.0963 3.2420 5.1612
H 1.6643 3.2421 5.5120